ORCA calculation (ωB97M-V/def2-TZVPD) on a 7-piece molecular cluster, C7H28N14O7 overall.

Geometry as XYZ:
```
56
Properties=species:S:1:pos:R:3:forces:R:3:mulliken_charge:R:1
C -3.24445 0.82779 1.92004 1.0 -1.1 -0.1 0.53
O -2.47619 -0.08145 1.54230 -0.7 0.7 -0.1 -0.63
N -3.84196 0.81360 3.10761 -0.5 -0.1 1.5 -0.42
N -3.54415 1.93921 1.24900 0.1 0.6 -1.3 -0.29
H -4.22416 1.72519 3.29049 -0.3 -0.4 1.2 0.16
H -3.49702 0.20143 3.83420 -0.3 0.3 -0.1 0.30
H -3.24191 1.93716 0.30230 0.1 0.7 -0.7 0.16
H -4.11448 2.71839 1.57678 0.4 -0.7 -0.3 0.18
C 0.16011 0.68618 -1.37979 -0.8 0.2 -1.5 0.65
O 0.16481 1.04060 -2.58733 0.2 -0.2 0.9 -0.93
N 1.03926 -0.18538 -0.88171 0.1 0.1 0.0 0.12
N -0.81188 1.18403 -0.53955 -0.6 0.1 -0.3 -0.11
H 1.73681 -0.57159 -1.51282 0.1 0.2 0.2 0.18
H 1.04589 -0.34117 0.11392 0.1 -0.2 0.0 -0.02
H -1.64897 1.51243 -1.04598 1.0 0.1 0.3 0.14
H -1.11385 0.62048 0.24347 0.3 -0.3 0.2 0.11
C -1.84306 -3.91007 0.88753 2.6 -1.9 -1.6 0.60
O -1.63952 -4.96746 0.33714 -0.4 -1.5 -0.4 -0.67
N -0.84548 -3.11552 1.22462 3.6 1.3 0.3 -0.30
N -2.96231 -3.32455 1.13966 -5.5 2.9 0.4 -0.43
H 0.00217 -3.26930 0.64601 -0.7 0.6 1.2 0.14
H -1.05641 -2.28354 1.76872 0.7 -0.1 -0.6 0.24
H -3.82177 -3.71846 0.77660 0.4 -0.3 0.1 0.26
H -2.89850 -2.31527 0.92929 -0.5 -0.8 0.6 0.17
C 3.66332 -3.15079 1.94893 4.2 -2.9 -2.2 0.62
O 4.63630 -3.86122 1.67437 0.1 0.0 0.5 -0.73
N 3.08897 -2.46896 1.01444 -2.0 2.8 -2.4 -0.22
N 3.11137 -3.13814 3.12737 -3.1 -0.5 3.6 -0.50
H 2.47806 -1.71768 1.29012 -0.2 0.2 -0.2 0.16
H 3.59866 -2.36615 0.16312 0.2 0.1 -0.4 0.16
H 2.13506 -2.82288 3.04058 0.5 -0.1 0.6 0.25
H 3.11777 -4.10828 3.44775 0.2 0.5 0.5 0.27
C 3.27448 -1.04222 -3.98691 0.8 -1.3 -2.3 0.62
O 3.30010 -0.98533 -2.79674 1.4 -0.4 3.0 -0.68
N 4.15861 -1.65432 -4.85490 1.4 -0.7 0.8 -0.46
N 2.27465 -0.50952 -4.62615 -2.9 2.0 -0.6 -0.33
H 4.93483 -2.14865 -4.41381 -0.5 0.2 -0.5 0.24
H 3.93414 -1.87601 -5.82643 0.1 0.2 0.9 0.18
H 1.75601 0.15390 -4.05962 -0.5 -0.1 -0.3 0.15
H 2.26201 -0.41347 -5.60843 0.0 0.2 -0.8 0.18
C 0.75934 0.68489 2.64063 -0.9 0.5 0.5 0.48
O 0.97062 -0.35247 2.06853 0.6 -1.9 -1.0 -0.46
N 1.49905 1.76831 2.66364 1.7 2.2 0.1 -0.39
N -0.32695 0.94058 3.38110 -3.0 -1.3 0.9 -0.47
H 2.31957 1.87949 2.12970 0.8 0.0 -0.5 0.21
H 1.18155 2.52613 3.25474 0.7 -0.2 -0.4 0.14
H -0.54037 1.92964 3.42159 -0.7 -0.6 0.2 0.20
H -1.10746 0.26371 3.22949 0.9 1.1 0.1 0.19
C -2.01248 4.09282 -2.06378 0.1 0.7 0.0 0.62
O -2.67996 3.45219 -1.24357 0.1 0.4 -0.6 -0.68
N -1.10069 3.57445 -2.91136 -0.2 0.2 0.2 -0.32
N -2.10148 5.48492 -2.18762 -0.6 -0.7 0.8 -0.45
H -0.52132 4.28707 -3.34941 0.1 -1.0 0.0 0.19
H -0.80518 2.60023 -2.76048 0.5 0.3 -0.4 0.24
H -2.96115 5.86697 -1.83619 0.1 0.2 0.0 0.25
H -1.62041 5.98804 -2.91320 -0.2 -0.2 0.0 0.17
```
Forces are in eV/Å.

The relative energy (zero: lowest compared OMol25 entry of this formula, charge and spin) is 1.583 eV. As for the charge: 0. The value obtained for the orbital gap is 8.97 eV. The SMILES is NC(N)=O.NC(N)=O.NC(N)=O.NC(N)=O.NC(N)=O.NC(N)=O.NC(N)=O. Its electronic energy is -1577.0465 hartree.